Record 1
The following is a quantum chemistry calculation of one molecule with the formula C4H11N3 at a distorted geometry, from OMol25.

```
18
Properties=species:S:1:pos:R:3:forces:R:3:mulliken_charge:R:1
C -1.5223 0.7224 -0.3803 1.021 1.003 -0.266 -0.45
C -0.2945 1.4117 0.2478 -0.318 -0.506 -0.094 -0.71
C 0.9887 0.5669 0.2409 -1.262 0.666 1.091 -0.71
N 1.6724 -2.3120 -0.1399 -0.914 -1.126 -0.309 -0.74
C 1.1963 -1.8196 0.9287 0.742 0.464 0.246 0.09
N 0.8489 -0.5244 1.1935 -0.371 -0.600 -0.495 -0.07
N -1.1762 0.2664 -1.7351 -0.226 -0.696 0.419 -0.59
H -1.8646 -0.0322 0.3316 -0.403 -0.167 -0.325 0.25
H -2.2412 1.5268 -0.5417 -0.407 -0.301 0.449 0.39
H -0.5353 1.6159 1.2966 0.009 0.343 -0.052 0.36
H -0.1390 2.3484 -0.2833 0.218 0.089 0.072 0.38
H 1.1531 0.1992 -0.7613 0.514 0.007 -0.033 0.34
H 1.7579 1.2288 0.6377 0.520 -0.101 -0.612 0.20
H 1.3955 -1.8483 -0.9988 0.630 0.640 0.080 0.27
H 1.1785 -2.4532 1.8177 0.047 0.080 0.088 0.36
H 0.3652 -0.3474 2.0574 0.084 0.103 0.006 0.22
H -0.7520 -0.6543 -1.6563 0.093 0.052 -0.189 0.18
H -2.0314 0.1048 -2.2550 0.024 0.050 -0.076 0.25
```
Positions in Å, forces in eV/Å.

Its energy above the lowest of the compared OMol25 structures with the same formula, charge and spin is 1.599 eV. For the HOMO energy, the calculation gives -0.32203 Eh. Its total charge is 0.



Record 2
The following is a quantum chemistry calculation of C4H11N3 as an isolated structure at a distorted geometry, from OMol25.

```
18
Properties=species:S:1:pos:R:3:forces:R:3:mulliken_charge:R:1
C -2.1017 0.0127 -0.0355 -0.775 1.338 -1.030 0.17
C 0.2201 -0.6885 0.0501 5.366 2.134 -1.665 0.80
C 0.1992 -2.1013 -0.0162 -3.030 -1.681 0.712 -1.02
C 1.9904 1.3077 0.0183 1.057 6.193 1.015 -0.77
N -2.9837 0.9621 -0.1688 1.849 0.780 0.999 -0.20
N -0.7676 0.2151 -0.0980 -0.343 -2.545 1.158 0.01
N 1.9281 -0.0058 -0.3338 -5.099 -1.925 -0.183 -0.21
H -2.3771 -0.9745 0.0316 -1.134 -2.233 -0.056 0.40
H 0.7939 -2.5157 0.8581 -1.254 0.061 -0.559 0.37
H -0.8393 -2.5630 -0.3916 1.887 0.704 1.860 0.30
H 0.7522 -2.4783 -0.8248 1.556 0.098 -1.496 0.39
H 2.7723 1.9942 -0.4823 -0.530 -1.818 -0.484 0.34
H 2.4017 1.6427 1.0553 -1.572 -1.091 -0.959 0.33
H 1.1027 1.9217 -0.3556 0.914 -0.756 0.903 0.19
H -3.9481 0.8411 -0.4083 -0.808 -0.843 0.239 0.29
H -2.7828 1.9471 0.0869 0.229 -0.551 -0.693 0.29
H -0.5694 1.1325 -0.2540 1.779 3.432 -0.333 -0.01
H 2.7152 -0.5074 0.0383 -0.093 -1.297 0.572 0.32
```
Positions in Å, forces in eV/Å.

Its energy above the lowest of the compared OMol25 structures with the same formula, charge and spin is 4.779 eV. For the HOMO energy (spin up / spin down), the calculation gives -0.65916 / -0.65906 Eh. Its total charge is +2.



Record 3
The following is a quantum chemistry calculation of one molecule with the formula C4H11N3O, from OMol25.

```
19
Properties=species:S:1:pos:R:3:forces:R:3:mulliken_charge:R:1
C 1.3335 -0.7589 -0.5392 -0.167 -0.268 0.093 -0.89
C -0.1145 1.2087 -1.1474 0.166 -0.178 0.238 -1.65
C -0.2967 0.1670 1.1046 -0.575 -0.295 -0.158 0.12
C -0.0649 -0.1191 -0.3783 0.126 0.122 -0.242 1.40
N 0.6239 0.7483 1.7549 0.553 0.465 0.611 -0.67
N -1.5234 -0.1958 1.5726 -0.062 0.053 0.059 -0.39
N -1.0810 -1.0698 -0.8442 0.010 0.037 -0.198 -0.81
O 2.3779 0.0754 -0.1459 0.156 0.267 0.168 -0.58
H -1.6823 -0.2041 2.5653 0.008 0.043 -0.004 0.23
H -2.0319 -0.8587 1.0073 0.104 -0.073 0.073 0.26
H 2.0864 0.4784 0.7044 0.098 -0.104 -0.147 0.35
H 0.4054 0.9210 2.7358 -0.063 -0.079 -0.173 0.21
H -0.6826 -1.7105 -1.5190 -0.033 -0.015 -0.022 0.26
H -1.8336 -0.5708 -1.3069 0.073 -0.088 -0.073 0.24
H 1.3426 -1.7056 0.0279 -0.045 0.049 -0.099 0.36
H 1.5014 -0.9925 -1.5954 -0.168 -0.045 -0.025 0.40
H -1.0888 1.6787 -1.0268 -0.108 0.084 -0.002 0.47
H 0.0735 1.0336 -2.2060 -0.019 -0.050 -0.063 0.36
H 0.6551 1.8747 -0.7638 -0.055 0.075 -0.037 0.35
```
Positions in Å, forces in eV/Å.

Its energy above the lowest of the compared OMol25 structures with the same formula, charge and spin is 0.690 eV. For the HOMO energy, the calculation gives -0.34855 Eh. Its total charge is 0.



Record 4
The following is a quantum chemistry calculation of C4H11N3O as an isolated structure at a distorted geometry, from OMol25.

```
19
Properties=species:S:1:pos:R:3:forces:R:3:mulliken_charge:R:1
C 0.8495 -0.8793 -0.1410 -2.267 0.092 -2.782 0.43
C 0.3394 1.4068 1.0323 -0.077 -0.063 -0.379 -1.17
C 2.1875 -0.2972 -0.5535 -0.077 -0.282 0.409 -1.38
N -0.0640 0.1605 0.4426 -0.822 -0.499 -0.864 0.19
C -1.2830 -0.1687 -0.1115 -0.718 1.592 4.354 0.20
N -2.1305 0.8867 -0.3831 0.240 -0.663 -0.827 -0.47
O 0.7587 -2.0154 0.5026 -0.855 -0.740 0.635 -0.79
N -1.7580 -1.3795 0.2117 1.752 -0.489 -1.050 -0.48
H -0.6903 -2.1080 0.5061 0.306 1.391 -0.616 0.46
H 0.1164 -0.9306 -1.1632 2.421 -0.556 0.648 0.14
H -1.7024 1.7101 -0.7761 0.057 -0.033 -0.070 0.23
H -3.0091 0.6411 -0.8127 -0.104 0.089 0.110 0.24
H -2.5260 -1.6864 -0.3745 0.018 -0.177 0.084 0.19
H 1.0864 1.1758 1.7940 -0.144 0.177 0.065 0.36
H -0.5307 1.8854 1.4798 0.136 0.078 0.142 0.44
H 0.7992 2.0841 0.3020 -0.028 0.148 0.083 0.36
H 2.7439 -1.0580 -1.0948 0.055 -0.019 0.045 0.38
H 2.7471 -0.0021 0.3337 0.194 -0.045 0.031 0.34
H 2.0657 0.5747 -1.1943 -0.088 -0.002 -0.021 0.33
```
Positions in Å, forces in eV/Å.

Its energy above the lowest of the compared OMol25 structures with the same formula, charge and spin is 3.277 eV. For the HOMO energy, the calculation gives -0.30008 Eh. Its total charge is 0.



Record 5
The following is a quantum chemistry calculation of one molecule with the formula C4H11N3O at a distorted geometry, from OMol25.

```
19
Properties=species:S:1:pos:R:3:forces:R:3:mulliken_charge:R:1
N -0.2272 3.3959 0.5766 -1.042 0.308 -0.122 -0.61
C -0.4174 2.3168 -0.3808 0.983 -0.069 0.594 -0.13
C -1.3080 1.2338 0.2348 -0.300 -0.276 -0.138 -0.94
N -0.5302 0.0359 0.5541 0.127 0.049 0.003 -0.34
C -0.4090 -0.8978 -0.5582 0.116 0.237 0.253 -0.55
C 0.7604 -1.8346 -0.3268 -0.182 -0.508 0.407 0.37
N 0.5627 -2.7309 0.7089 -0.183 -0.149 -0.041 -0.40
O 1.7798 -1.8400 -0.9717 -0.010 0.037 -0.318 -0.59
H -0.0783 3.0686 1.5152 0.407 0.074 0.031 0.17
H 0.3892 4.1361 0.2889 0.247 -0.152 0.113 0.19
H -0.7120 2.7457 -1.3401 -0.430 -0.204 0.120 0.32
H 0.5286 1.7944 -0.5294 0.225 -0.080 -0.460 0.23
H -2.1549 0.9793 -0.4146 -0.081 0.128 -0.005 0.25
H -1.7097 1.5764 1.1863 -0.172 0.308 -0.084 0.55
H -0.9142 -0.4286 1.3643 -0.050 0.033 0.016 0.23
H -0.2371 -0.3406 -1.4737 0.176 0.026 -0.054 0.42
H -1.3148 -1.4987 -0.6916 -0.148 -0.064 -0.145 0.38
H 1.0204 -3.6273 0.6304 0.263 0.274 0.152 0.24
H -0.2962 -2.7405 1.2394 0.053 0.028 -0.324 0.18
```
Positions in Å, forces in eV/Å.

Its energy above the lowest of the compared OMol25 structures with the same formula, charge and spin is 1.242 eV. For the HOMO energy, the calculation gives -0.32547 Eh. Its total charge is 0.



Record 6
The following is a quantum chemistry calculation of a 2-piece molecular cluster, C4H11N3O overall at a distorted geometry, from OMol25.

```
19
Properties=species:S:1:pos:R:3:forces:R:3:mulliken_charge:R:1
C -2.7271 -0.3254 0.4297 0.589 -1.912 1.768 -0.39
N -3.0816 -0.8584 -0.8541 1.047 0.608 -0.219 -0.48
O -1.2347 -0.0338 0.5342 -4.827 1.362 -2.105 -0.49
H -1.4485 0.7002 -0.1122 2.356 -0.518 0.729 0.31
H -2.5319 -1.6748 -1.0948 -0.532 0.020 0.000 0.17
H -4.0595 -0.8839 -1.0954 0.131 -0.135 0.139 0.19
H -3.3655 0.5367 0.6651 0.476 0.096 -0.178 0.37
H -2.8674 -1.0528 1.2434 -0.065 0.148 -0.056 0.25
C 1.9456 -0.1248 0.0284 0.626 0.051 -0.280 0.52
N 1.2518 -1.2241 -0.4439 -0.220 -0.105 0.001 -0.45
C 1.3001 2.1231 0.0857 0.495 -0.045 -0.032 -0.45
C 3.2757 -0.0585 0.1843 -0.089 0.041 -0.053 -0.99
N 1.0924 0.9208 0.3809 0.079 0.362 0.444 -0.30
H 0.2830 -1.2105 -0.1447 0.116 -0.064 -0.021 0.34
H 1.7177 -2.1094 -0.3208 -0.026 0.067 -0.030 0.23
H 2.1355 2.4700 -0.5296 0.035 -0.095 -0.134 0.35
H 0.6566 2.8773 0.5201 -0.214 0.148 -0.041 0.27
H 3.9037 -0.9122 -0.0043 0.050 -0.171 -0.050 0.24
H 3.7541 0.8407 0.5279 -0.029 0.142 0.121 0.29
```
Positions in Å, forces in eV/Å.

Its energy above the lowest of the compared OMol25 structures with the same formula, charge and spin is 3.347 eV. For the HOMO energy, the calculation gives -0.28655 Eh. Its total charge is 0.



Record 7
The following is a quantum chemistry calculation of a 2-piece molecular cluster, C4H11N3O2 overall at a distorted geometry, from OMol25.

```
20
Properties=species:S:1:pos:R:3:forces:R:3:mulliken_charge:R:1
C -0.0092 -0.8722 -2.1554 0.966 2.334 3.639 -0.75
C 0.9210 1.2277 -1.1474 -0.761 -1.665 -0.122 0.49
N 0.1694 1.0108 -0.0945 0.567 0.647 -0.572 -0.51
N 0.7243 0.4530 -2.2349 0.371 -1.223 -3.133 -0.24
N 1.9328 2.1444 -1.3064 0.661 0.892 0.663 -0.54
H -1.0266 0.1257 0.2792 -1.499 -2.387 0.921 0.44
H 0.4328 1.6070 0.6750 0.069 0.135 0.189 0.12
H 1.2810 0.5597 -3.1114 -0.606 0.432 1.606 0.26
H 2.8228 1.8172 -1.6526 -0.314 -0.440 -0.483 0.23
H 2.1626 2.6769 -0.4843 -0.454 0.224 0.253 0.25
H -0.0543 -1.5309 -3.0057 0.312 0.389 -0.377 0.34
H -0.9628 -0.5771 -1.7169 -0.406 -0.693 -0.611 0.23
H 0.5433 -1.2459 -1.2577 -0.729 -1.090 -0.896 0.27
C -0.7206 -1.2205 2.8587 -0.836 2.305 1.452 -0.90
C -1.8908 -0.8740 1.9930 -4.821 -1.440 -3.652 0.65
O -1.8487 -0.6738 0.6376 4.802 2.862 -0.521 -0.55
O -3.0967 -0.9710 2.2539 1.934 -0.093 2.918 -0.60
H -0.2592 -0.2382 3.0702 0.520 -0.435 -0.299 0.24
H -0.0117 -1.9499 2.5521 0.382 -0.391 -0.786 0.29
H -1.1092 -1.4689 3.8474 -0.160 -0.361 -0.191 0.31
```
Positions in Å, forces in eV/Å.

Its energy above the lowest of the compared OMol25 structures with the same formula, charge and spin is 2.229 eV. For the HOMO energy, the calculation gives -0.31308 Eh. Its total charge is 0.



Record 8
The following is a quantum chemistry calculation of a 2-piece molecular cluster, C4H11N3O2 overall at a distorted geometry, from OMol25.

```
20
Properties=species:S:1:pos:R:3:forces:R:3:mulliken_charge:R:1
C -1.0148 -1.4717 -0.8389 -0.902 3.173 -1.842 -0.37
C -1.0272 0.9628 -1.4803 -0.381 1.598 -0.495 0.48
N 0.2511 0.9801 -1.3910 -0.144 -1.546 -0.151 -0.66
N -1.7991 -0.2230 -1.3729 1.387 0.287 1.518 -0.45
N -1.8073 2.1418 -1.7062 0.194 -4.256 1.903 -0.39
H 1.4957 0.1996 -0.0758 -0.899 3.731 -2.244 0.34
H 0.8458 1.7530 -1.6463 -0.875 0.647 -0.042 0.17
H -2.5822 0.0077 -0.7621 -0.019 -0.351 -0.225 0.28
H -2.7905 2.1074 -1.7180 -0.936 -0.235 -0.255 0.17
H -1.3918 2.8811 -2.1154 1.631 2.745 -1.389 0.19
H -0.4237 -1.6866 -1.6926 0.515 -0.825 -0.870 0.33
H -1.7944 -2.2050 -0.7293 0.257 -0.436 0.853 0.41
H -0.2516 -1.1391 -0.1369 -0.891 -0.640 0.747 -0.24
C 1.1655 -1.8095 2.2128 -1.056 -2.962 2.114 -0.80
C 1.5132 -0.3917 1.7724 -3.713 -0.008 1.888 0.74
O 1.6343 -0.4943 0.4883 2.235 -3.577 0.432 -0.36
O 1.2824 0.6162 2.4100 1.167 -0.534 -0.456 -0.59
H 0.9628 -2.1058 3.3240 0.351 1.561 -1.722 0.29
H 1.9902 -2.4740 1.9974 0.441 -0.125 -0.414 0.30
H 0.2716 -2.3450 1.6635 1.639 1.752 0.652 0.16
```
Positions in Å, forces in eV/Å.

Its energy above the lowest of the compared OMol25 structures with the same formula, charge and spin is 2.209 eV. For the HOMO energy, the calculation gives -0.35095 Eh. Its total charge is 0.